[1]
63
Properties=species:S:1:pos:R:3:lowdin_charge:R:1 method="wB97M-V/def2-TZVPD" lumo_ev=-9.57 total_charge=+2
N 2.828 -2.663 -1.351 0.166
C 1.608 -2.226 -1.613 -0.369
N 1.380 -0.873 -1.676 0.119
C -0.009 -0.472 -1.528 -0.263
C -0.986 -1.264 -2.438 -0.484
P -2.827 -1.070 -1.781 0.352
S -4.055 -2.404 -2.335 0.391
C -0.575 -2.729 -2.567 -0.232
N 0.596 -3.133 -1.750 0.064
H 3.654 -2.349 -1.835 0.132
H 2.903 -3.371 -0.612 0.131
H 1.859 -0.411 -2.448 0.171
H -0.317 -0.674 -0.501 0.127
H -0.115 0.615 -1.629 0.026
H -0.928 -0.825 -3.498 0.044
H -2.729 -0.885 -0.394 0.032
H -3.286 0.273 -2.272 -0.088
H -1.365 -3.418 -2.263 -0.060
H -0.432 -2.942 -3.623 0.132
H 0.294 -3.424 -0.801 0.076
C 1.673 2.066 1.607 -0.759
O 1.807 3.153 1.108 0.100
O 1.381 0.990 0.787 0.036
O 1.795 1.732 2.845 -0.183
H 1.388 1.441 -0.066 0.092
Al -1.688 0.824 -3.003 0.848
Br -1.673 -5.698 -2.494 0.185
Br -0.889 -5.851 -0.412 0.169
C 1.673 -2.198 1.600 -0.324
O 1.675 -2.893 0.463 -0.314
H 2.061 -2.784 2.455 0.041
H 2.381 -1.244 1.715 0.031
H 0.698 -1.794 1.950 0.075
C 3.831 5.397 2.148 -0.068
C 4.133 6.878 2.291 -0.195
O 5.394 7.162 2.911 -0.019
C 6.567 7.109 2.184 -0.418
O 6.606 7.662 1.043 0.182
C 7.134 5.582 2.013 -0.539
F 6.866 4.880 3.109 0.186
F 8.445 5.648 1.861 0.203
F 6.612 4.961 0.968 0.190
H 4.143 4.855 3.042 0.083
H 2.765 5.242 1.997 0.070
H 4.337 4.962 1.291 0.067
H 3.400 7.316 2.967 0.130
H 4.030 7.410 1.345 0.127
H 7.323 7.489 2.933 0.234
Mg 3.058 0.519 3.480 0.981
F 4.310 -3.498 2.972 -0.589
Mg 4.794 -3.088 4.568 1.013
F -9.681 -1.344 0.235 0.065
C -9.155 -2.342 -0.499 -0.286
C -7.908 -2.164 -1.063 -0.023
C -7.368 -3.196 -1.815 -0.120
C -8.071 -4.377 -2.001 -0.090
C -9.326 -4.527 -1.426 -0.071
C -9.876 -3.507 -0.664 -0.004
H -7.381 -1.232 -0.911 0.110
H -6.386 -3.066 -2.255 -0.020
H -7.646 -5.177 -2.592 0.103
H -9.881 -5.444 -1.571 0.111
H -10.848 -3.607 -0.202 0.124


[2]
60
Properties=species:S:1:pos:R:3:lowdin_charge:R:1 method="wB97M-V/def2-TZVPD" spin_multiplicity=2 lumo_ev="3.87 / 3.58" s_squared=0.757 total_charge=-2 e_above_lowest_kcal_mol=26.7
Ir 1.751 -1.330 -0.839 0.495
C -0.020 4.332 0.756 -0.076
C 0.368 4.245 -0.714 -0.226
N 1.412 3.256 -0.957 -0.144
C 2.780 3.751 -0.933 -0.274
C 3.268 4.197 -2.305 -0.086
C 1.087 1.946 -1.123 -0.680
S 2.400 0.883 -1.511 0.630
N -0.204 1.689 -0.968 0.091
C -0.782 0.482 -1.096 -0.442
O -0.254 -0.632 -1.273 -0.144
C -2.278 0.507 -0.996 -0.135
C -2.967 -0.699 -1.034 -0.001
C -4.350 -0.717 -0.930 -0.059
C -5.047 0.474 -0.790 -0.098
C -4.362 1.685 -0.753 -0.104
C -2.981 1.703 -0.856 -0.040
H -0.778 5.103 0.910 0.069
H 0.846 4.577 1.375 0.068
H -0.422 3.374 1.085 0.063
H 0.750 5.206 -1.068 0.110
H -0.502 3.987 -1.314 0.102
H 3.429 2.969 -0.542 0.076
H 2.806 4.587 -0.228 0.112
H 3.293 3.346 -2.985 0.059
H 4.275 4.613 -2.235 0.071
H 2.609 4.960 -2.726 0.066
H -2.411 -1.618 -1.143 0.085
H -4.861 -1.670 -0.959 0.096
H -6.128 0.464 -0.707 0.091
H -4.908 2.615 -0.642 0.088
H -2.432 2.633 -0.819 0.089
S 4.107 -5.206 -0.020 -0.154
As 4.188 -3.575 -1.311 -0.485
S 3.955 -1.604 -0.256 -0.007
S 2.050 -3.091 -2.082 0.182
S 5.571 -3.521 -2.871 -0.191
F -1.452 -3.514 -1.329 -0.272
As -2.638 -4.676 -0.798 0.710
F -2.350 -5.649 -2.204 -0.262
F -1.427 -5.538 0.087 -0.255
F -3.853 -5.803 -0.255 -0.280
F -2.953 -3.674 0.600 -0.275
F -3.876 -3.795 -1.670 -0.273
C 2.417 -0.165 2.702 -0.246
Ge 0.899 -1.352 2.319 0.739
C 0.657 -2.569 3.844 -0.222
C -0.708 -0.234 2.183 -0.204
C 1.135 -2.481 0.733 -0.486
H 2.312 0.261 3.702 0.007
H 2.458 0.651 1.976 -0.004
H 3.355 -0.715 2.638 -0.004
H 0.441 -2.009 4.757 0.006
H 1.560 -3.161 3.998 0.016
H -0.170 -3.250 3.641 0.019
H -0.992 0.144 3.168 0.014
H -1.541 -0.811 1.776 0.024
H -0.534 0.625 1.532 -0.006
H 0.162 -2.925 0.501 -0.007
H 1.843 -3.281 0.960 -0.034


[3]
56
Properties=species:S:1:pos:R:3:lowdin_charge:R:1 method="wB97M-V/def2-TZVPD" lumo_ev=2.41 total_charge=-1 e_above_lowest_kcal_mol=41.0
Ca 0.223 -0.118 0.133 1.365
O 2.578 -1.858 1.337 -0.089
C 1.963 -3.140 1.286 -0.212
C 1.543 -3.448 -0.143 -0.149
N 0.504 -2.526 -0.612 -0.223
C 0.727 -2.172 -2.015 -0.100
C 1.821 -1.079 -2.074 -0.625
O 2.525 -0.955 -3.067 0.033
O 1.897 -0.359 -1.004 -0.266
C -0.832 -2.971 -0.226 -0.091
C -1.177 -2.477 1.205 -0.656
O -1.841 -3.202 1.943 0.009
O -0.739 -1.306 1.479 -0.233
H 2.301 -1.389 0.527 0.026
H 1.099 -3.176 1.954 0.110
H 2.691 -3.879 1.633 0.117
H 1.210 -4.492 -0.226 0.127
H 2.427 -3.326 -0.774 0.134
H -0.173 -1.737 -2.436 0.079
H 1.009 -3.021 -2.644 0.131
H -0.955 -4.058 -0.275 0.122
H -1.570 -2.513 -0.888 0.121
C 2.628 1.770 0.952 -0.203
C 1.850 2.844 0.180 -0.185
N 0.675 2.257 -0.458 -0.132
C -0.558 3.016 -0.351 -0.200
C -1.160 2.854 1.063 -0.186
N -0.981 1.493 1.557 -0.145
C -0.423 1.339 2.895 -0.204
C 1.085 1.623 2.879 -0.184
N 1.708 0.956 1.740 -0.135
H 3.415 2.246 1.556 0.117
H 3.094 1.110 0.223 0.103
H 2.523 3.317 -0.542 0.120
H 1.517 3.628 0.865 0.102
H 0.876 1.990 -1.415 0.122
H -1.262 2.619 -1.078 0.095
H -0.430 4.090 -0.555 0.115
H -2.212 3.153 1.026 0.112
H -0.658 3.540 1.751 0.105
H -1.812 0.921 1.477 0.090
H -0.573 0.297 3.173 0.106
H -0.912 1.983 3.643 0.115
H 1.508 1.300 3.835 0.119
H 1.256 2.700 2.799 0.102
H 2.160 0.091 2.026 0.097
N -3.376 1.024 -0.987 0.164
C -2.464 0.299 -1.740 -0.482
O -1.355 0.021 -1.211 -0.179
C -2.868 -0.037 -3.048 -0.210
C -2.091 -0.824 -3.926 -0.233
N -1.510 -1.497 -4.663 0.141
C -4.126 0.382 -3.532 -0.263
N -5.150 0.752 -3.922 0.115
H -3.281 0.886 0.004 0.089
H -4.324 1.058 -1.327 0.083


[4]
55
Properties=species:S:1:pos:R:3:lowdin_charge:R:1 method="wB97M-V/def2-TZVPD" spin_multiplicity=2 lumo_ev="-14.30 / -14.19" s_squared=0.851 total_charge=+3
C 2.679 -3.683 2.090 0.016
C 1.787 -3.398 0.843 -0.290
C 0.592 -2.547 1.267 -0.103
C -0.389 -2.466 0.095 -0.252
N 0.390 -2.158 -1.113 0.129
C -1.613 -1.506 0.316 -0.272
C -1.304 -0.165 1.024 -0.061
C -1.452 -0.152 2.561 -0.370
C -1.657 -1.335 3.462 -0.012
N -1.432 0.994 3.076 0.197
O -2.368 -1.377 -0.845 -0.057
C -2.029 -0.343 -1.783 -0.189
C -3.037 0.797 -1.829 -0.118
C -2.504 1.879 -2.758 -0.163
O -1.180 2.286 -2.415 -0.119
C -1.141 3.027 -1.231 -0.098
C 0.257 3.581 -1.005 -0.421
F 0.159 4.614 -0.140 0.163
F 0.843 4.004 -2.138 0.173
C 1.159 2.517 -0.342 -0.311
F 1.018 1.312 -0.997 0.084
F 0.739 2.296 0.933 0.135
C 2.686 2.834 -0.306 -0.374
F 3.180 2.199 0.790 0.132
F 2.919 4.134 -0.210 0.212
C 3.408 2.240 -1.549 -0.259
F 4.499 2.952 -1.828 0.156
F 3.775 0.934 -1.273 0.019
H 3.750 -3.576 1.851 0.083
H 2.456 -2.910 2.816 0.117
H 2.545 -4.691 2.464 0.131
H 2.448 -2.827 0.146 -0.245
H 1.469 -4.310 0.330 0.167
H 0.203 -3.060 2.142 0.148
H 0.995 -1.567 1.527 0.146
H -0.838 -3.452 0.003 0.170
H 0.724 -1.198 -1.122 0.078
H -0.122 -2.372 -1.963 0.128
H -2.249 -2.067 1.001 0.154
H -0.266 0.099 0.825 0.087
H -1.897 0.659 0.644 0.104
H -2.551 -1.177 4.060 0.110
H -0.822 -1.362 4.162 0.097
H -1.689 -2.283 2.946 0.054
H -1.336 1.876 2.555 0.089
H -1.009 0.025 -1.682 0.095
H -2.067 -0.804 -2.770 0.139
H -3.940 0.400 -2.290 0.139
H -3.331 1.154 -0.841 0.120
H -2.441 1.459 -3.759 0.139
H -3.165 2.744 -2.831 0.144
H -1.863 3.849 -1.227 0.167
H -1.362 2.406 -0.354 0.117
H 2.770 2.238 -2.433 0.173
Ce 3.604 -2.723 -0.896 2.204


[5]
52
Properties=species:S:1:pos:R:3:lowdin_charge:R:1 method="wB97M-V/def2-TZVPD" lumo_ev=-3.39 e_above_lowest_kcal_mol=1.3
C -4.373 -4.891 3.861 0.016
N -3.874 -4.105 2.722 -0.111
C -4.546 -2.998 2.346 -0.024
C -4.047 -2.148 1.398 0.024
C -2.872 -2.490 0.706 -0.127
C -2.238 -3.703 1.066 0.025
C -2.719 -4.451 2.096 -0.009
C -2.270 -1.647 -0.320 -0.156
C -2.647 -0.291 -0.398 0.023
C -2.092 0.451 -1.399 -0.023
N -1.280 -0.057 -2.340 -0.067
C -0.985 -1.373 -2.319 -0.013
C -1.475 -2.187 -1.332 0.014
C -0.528 0.866 -3.203 0.019
H -5.445 -5.008 3.729 0.102
H -4.149 -4.410 4.811 0.107
H -3.884 -5.860 3.837 0.095
H -5.368 -2.620 2.939 0.143
H -4.560 -1.223 1.186 0.120
H -1.230 -3.901 0.731 0.125
H -2.238 -5.344 2.465 0.139
H -3.155 0.224 0.400 0.123
H -2.085 1.533 -1.357 0.151
H -0.272 -1.713 -3.059 0.138
H -1.134 -3.209 -1.270 0.118
H 0.245 1.345 -2.599 0.073
H -1.272 1.594 -3.529 0.105
H -0.095 0.375 -4.065 0.104
Cu 1.609 -1.095 -0.591 0.447
Cu 2.286 1.292 -1.528 0.316
C 4.418 3.418 -2.062 -0.364
O 3.214 2.910 -2.441 -0.367
H 5.089 3.694 -2.909 0.059
H 4.393 4.317 -1.417 0.047
H 5.151 2.717 -1.600 0.051
C 4.611 0.690 0.771 -0.327
O 3.714 -0.345 0.852 -0.314
H 4.456 1.519 1.493 0.057
H 5.616 0.317 1.062 0.071
H 4.605 1.121 -0.243 0.037
O 2.084 -0.569 -2.736 -0.403
H 2.417 0.229 -3.178 -0.072
O 0.705 0.752 -0.122 -0.355
H 0.518 0.389 0.752 -0.043
Cl 2.701 4.628 2.870 0.531
C 2.475 4.947 1.133 -0.673
C 1.552 3.973 0.442 -0.646
Cl -0.138 4.592 0.471 0.500
H 3.441 4.863 0.630 0.057
H 2.228 5.995 0.985 0.063
H 1.627 2.982 0.881 0.052
H 1.813 3.909 -0.616 0.046